DFT (ωB97M-V/def2-TZVPD) results for 5 unconnected molecules or ions with the total composition C32H64BCl2N3O15P2S6 in a non-equilibrium geometry.

Results
- Orbital gap: 6.094 eV
- M: 1066.9 u
- Relative energy (zero: lowest compared OMol25 entry of this formula, charge and spin): 851.80 kJ/mol
- Highest occupied orbital energy: -7.685 eV
- Energy: -6567.0925 hartree

Each atom is followed by the atoms it is bonded to, with distances in Å.
CARTESIAN COORDINATES (ANGSTROEM)
1 C 1.965 -3.072 3.876  C2 1.645, H34 1.186, H35 1.172, H36 1.173
2 C 0.667 -2.106 3.580  C1 1.645, B3 1.663, H37 1.170, H38 1.191
3 B 0.870 -1.383 2.096  C2 1.663, O4 1.499, C5 1.678
4 O 2.126 -1.597 1.306  B3 1.499, H39 1.019
5 C -0.393 -0.438 1.525  B3 1.678, C6 1.672, C30 1.673
6 C -0.537 1.175 1.943  C5 1.672, C7 1.639, C11 1.639
7 C 0.589 1.774 2.971  C6 1.639, C8 1.655, H40 1.194, H41 1.185
8 C 2.075 2.024 2.287  C7 1.655, C9 1.649, H42 1.194, H43 1.173
9 C 2.067 1.965 0.639  C8 1.649, S10 1.911, H44 1.172, H45 1.173
10 S 3.887 2.223 0.120  C9 1.911, H46 1.431
11 C -1.795 1.990 1.279  C6 1.639, C12 1.673, C17 1.669
12 C -1.963 3.618 1.622  C11 1.673, Cl13 1.891, C14 1.673, H47 1.179
13 Cl -3.572 3.974 2.549  C12 1.891
14 C -1.837 4.555 0.242  C12 1.673, C15 1.646, Cl16 1.853, H48 1.194
15 C -1.323 6.088 0.549  C14 1.646, H49 1.193, H50 1.191, H51 1.172
16 Cl -0.891 3.735 -1.125  C14 1.853
17 C -2.936 1.302 0.273  C11 1.669, N18 1.503, C29 1.627
18 N -4.040 2.207 -0.197  C17 1.503, C19 1.502
19 C -5.010 1.440 -1.050  N18 1.502, P20 1.943, C24 1.626
20 P -6.544 2.433 -1.712  C19 1.943, O21 1.763, O22 1.743, S23 1.970
21 O -8.017 1.934 -0.882  P20 1.763, H52 1.020
22 O -6.739 2.313 -3.440  P20 1.743, H53 1.009
23 S -6.285 4.336 -1.276  P20 1.970
24 C -4.862 -0.128 -1.453  C19 1.626, C25 1.667, N28 1.502
25 C -6.059 -0.775 -2.415  C24 1.667, C26 1.670, H54 1.191, H55 1.173
26 C -6.145 -2.437 -2.278  C25 1.670, N27 1.528, H56 1.177, H57 1.193
27 N -6.508 -2.729 -0.823  C26 1.528, H58 1.063, H59 1.044
28 N -3.730 -1.016 -1.021  C24 1.502, C29 1.503
29 C -2.782 -0.267 -0.125  C17 1.627, N28 1.503, C30 1.669
30 C -1.496 -1.140 0.481  C5 1.673, C29 1.669, P31 1.924
31 P -1.161 -2.987 0.059  C30 1.924, C32 1.909, C33 1.909
32 C 0.033 -3.191 -1.417  P31 1.909, H60 1.189, H61 1.194, H62 1.176
33 C -2.771 -3.993 -0.136  P31 1.909, H63 1.194, H64 1.194, H65 1.194
34 H 2.073 -3.852 2.989  C1 1.186
35 H 1.762 -3.657 4.871  C1 1.172
36 H 2.915 -2.401 4.026  C1 1.173
37 H 0.542 -1.265 4.385  C2 1.170
38 H -0.309 -2.787 3.541  C2 1.191
39 H 2.924 -1.221 1.816  O4 1.019
40 H 0.788 1.034 3.887  C7 1.194
41 H 0.293 2.805 3.475  C7 1.185
42 H 2.763 1.113 2.636  C8 1.194
43 H 2.576 2.990 2.722  C8 1.173
44 H 1.477 2.871 0.185  C9 1.172
45 H 1.747 0.925 0.199  C9 1.173
46 H 4.229 3.551 0.531  S10 1.431
47 H -1.114 4.018 2.335  C12 1.179
48 H -2.962 4.663 -0.144  C14 1.194
49 H -1.670 6.760 -0.373  C15 1.193
50 H -0.135 6.158 0.594  C15 1.191
51 H -1.853 6.543 1.490  C15 1.172
52 H -8.053 2.413 0.018  O21 1.020
53 H -7.534 1.731 -3.659  O22 1.009
54 H -7.108 -0.389 -2.004  C25 1.191
55 H -5.998 -0.418 -3.531  C25 1.173
56 H -5.146 -2.950 -2.630  C26 1.177
57 H -7.082 -2.807 -2.915  C26 1.193
58 H -7.001 -3.671 -0.841  N27 1.063
59 H -5.651 -2.891 -0.250  N27 1.044
60 H 0.142 -2.120 -1.921  C32 1.189
61 H 1.111 -3.428 -0.962  C32 1.194
62 H -0.260 -4.032 -2.185  C32 1.176
63 H -3.409 -3.704 -1.103  C33 1.194
64 H -2.461 -5.137 -0.274  C33 1.194
65 H -3.457 -3.991 0.842  C33 1.194
66 C 9.394 -2.054 3.417  C67 1.518, H73 1.094, H74 1.093, H75 1.095
67 C 8.758 -0.678 3.346  C66 1.518, O68 1.423, H76 1.095, H77 1.095
68 O 8.284 -0.388 2.036  C67 1.423, S69 1.630
69 S 6.936 -1.142 1.514  O68 1.630, C70 1.776, O71 1.445, O72 1.447
70 C 6.684 -0.180 0.043  S69 1.776, H78 1.091, H79 1.092, H80 1.092
71 O 5.858 -0.869 2.437  S69 1.445
72 O 7.283 -2.489 1.113  S69 1.447
73 H 8.656 -2.840 3.239  C66 1.094
74 H 9.837 -2.229 4.401  C66 1.093
75 H 10.170 -2.160 2.651  C66 1.095
76 H 7.951 -0.576 4.080  C67 1.095
77 H 9.514 0.076 3.592  C67 1.095
78 H 6.456 0.850 0.321  C70 1.091
79 H 5.842 -0.617 -0.499  C70 1.092
80 H 7.585 -0.230 -0.572  C70 1.092
81 C -8.467 7.683 5.772  C82 1.518, H88 1.094, H89 1.093, H90 1.095
82 C -8.519 7.109 4.367  C81 1.518, O83 1.423, H91 1.095, H92 1.095
83 O -7.446 6.205 4.134  C82 1.423, S84 1.630
84 S -7.500 4.736 4.838  O83 1.630, C85 1.776, O86 1.445, O87 1.447
85 C -6.144 4.002 3.957  S84 1.776, H93 1.091, H94 1.092, H95 1.092
86 O -8.722 4.072 4.445  S84 1.445
87 O -7.111 4.871 6.226  S84 1.447
88 H -8.628 6.905 6.523  C81 1.094
89 H -9.239 8.445 5.911  C81 1.093
90 H -7.486 8.127 5.971  C81 1.095
91 H -9.481 6.625 4.172  C82 1.095
92 H -8.417 7.927 3.645  C82 1.095
93 H -6.403 3.923 2.900  C85 1.091
94 H -5.976 3.008 4.377  C85 1.092
95 H -5.255 4.618 4.099  C85 1.092
96 C -2.695 -0.613 -4.909  C97 1.518, H103 1.094, H104 1.093, H105 1.095
97 C -2.747 -1.187 -6.314  C96 1.518, O98 1.423, H106 1.095, H107 1.095
98 O -1.674 -2.092 -6.547  C97 1.423, S99 1.630
99 S -1.729 -3.561 -5.843  O98 1.630, C100 1.776, O101 1.445, O102 1.447
100 C -0.373 -4.295 -6.724  S99 1.776, H108 1.091, H109 1.092, H110 1.092
101 O -2.951 -4.225 -6.236  S99 1.445
102 O -1.340 -3.426 -4.455  S99 1.447
103 H -2.856 -1.392 -4.158  C96 1.094
104 H -3.467 0.149 -4.770  C96 1.093
105 H -1.714 -0.170 -4.710  C96 1.095
106 H -3.709 -1.672 -6.509  C97 1.095
107 H -2.645 -0.370 -7.036  C97 1.095
108 H -0.631 -4.374 -7.781  C100 1.091
109 H -0.204 -5.289 -6.304  C100 1.092
110 H 0.517 -3.678 -6.582  C100 1.092
111 C 10.158 -2.718 -4.522  C112 1.518, H118 1.094, H119 1.093, H120 1.095
112 C 9.939 -4.142 -4.044  C111 1.518, O113 1.423, H121 1.095, H122 1.095
113 O 9.998 -4.232 -2.625  C112 1.423, S114 1.630
114 S 8.749 -3.648 -1.757  O113 1.630, C115 1.776, O116 1.445, O117 1.447
115 C 9.229 -4.308 -0.180  S114 1.776, H123 1.091, H124 1.092, H125 1.092
116 O 7.534 -4.304 -2.183  S114 1.445
117 O 8.862 -2.206 -1.691  S114 1.447
118 H 9.346 -2.062 -4.195  C111 1.094
119 H 10.203 -2.674 -5.613  C111 1.093
120 H 11.087 -2.311 -4.109  C111 1.095
121 H 8.990 -4.544 -4.417  C112 1.095
122 H 10.737 -4.777 -4.444  C112 1.095
123 H 9.186 -5.398 -0.218  C115 1.091
124 H 8.526 -3.930 0.565  C115 1.092
125 H 10.238 -3.964 0.056  C115 1.092